1.
The following is a quantum chemistry calculation of a molecular structure, C40H104AsF12N6O10P at a distorted geometry, from the OMol25 dataset.

Properties
E_HOMO = -16.749 eV

Geometry as ORCA input:
```
! wB97M-V def2-TZVPD RIJCOSX def2/J DEFGRID3
* xyz 4 1
C 13.914 3.627 29.981
O 12.570 3.107 29.701
C 12.281 2.718 28.358
C 12.360 3.916 27.366
N 11.688 5.132 28.043
H 10.758 4.908 28.369
H 12.309 5.273 28.827
C 11.779 6.345 27.097
C 13.197 6.963 27.087
O 13.708 6.992 28.406
C 15.104 7.446 28.508
H 13.741 4.305 30.817
H 14.307 4.238 29.168
H 14.623 2.853 30.272
H 11.280 2.286 28.374
H 12.957 1.945 27.992
H 11.878 3.636 26.429
H 13.413 4.048 27.120
H 11.082 7.103 27.453
H 11.477 6.107 26.077
H 13.372 7.865 26.500
H 13.944 6.296 26.656
H 15.769 6.738 28.015
H 15.394 7.515 29.556
H 15.317 8.392 28.009
C 1.473 4.799 18.608
O 1.596 4.772 20.013
C 0.408 4.698 20.827
C 0.759 4.722 22.267
N 1.784 3.641 22.540
H 1.458 2.685 22.516
H 2.484 3.756 21.822
C 2.618 3.771 23.829
C 3.945 2.953 23.578
O 4.521 3.371 22.360
C 5.707 2.667 21.982
H 1.021 5.710 18.215
H 1.091 3.889 18.146
H 2.554 4.818 18.472
H -0.112 3.800 20.492
H -0.253 5.532 20.590
H -0.132 4.536 22.866
H 1.293 5.638 22.522
H 2.011 3.385 24.648
H 2.853 4.809 24.065
H 3.779 1.883 23.460
H 4.657 3.143 24.382
H 5.442 1.681 21.600
H 6.501 2.542 22.718
H 6.139 3.247 21.166
C 11.830 -3.257 30.050
O 10.686 -2.994 29.292
C 10.067 -1.725 29.366
C 9.126 -1.404 28.163
N 8.194 -2.664 27.927
H 8.661 -3.446 27.491
H 7.966 -2.969 28.863
C 6.913 -2.314 27.169
C 7.310 -1.824 25.750
O 8.289 -2.694 25.201
C 9.018 -2.196 24.114
H 11.840 -3.132 31.133
H 12.691 -2.671 29.731
H 12.127 -4.291 29.876
H 10.829 -0.955 29.245
H 9.551 -1.596 30.318
H 9.750 -1.323 27.273
H 8.539 -0.487 28.195
H 6.342 -1.617 27.783
H 6.333 -3.221 27.002
H 7.676 -0.798 25.767
H 6.355 -1.733 25.233
H 9.673 -2.989 23.752
H 9.530 -1.247 24.277
H 8.375 -1.828 23.314
C 4.190 5.835 29.454
O 4.032 4.545 30.166
C 5.159 3.937 30.715
C 6.268 3.593 29.709
N 5.745 2.438 28.844
H 6.496 1.960 28.368
H 5.518 1.627 29.402
C 4.640 2.685 27.735
C 4.400 1.351 26.830
O 4.232 0.171 27.611
C 3.044 -0.042 28.286
H 4.736 5.765 28.513
H 4.688 6.576 30.079
H 3.175 6.096 29.152
H 4.868 3.003 31.196
H 5.638 4.557 31.473
H 7.114 3.243 30.301
H 6.563 4.352 28.984
H 4.752 3.633 27.209
H 3.708 2.763 28.294
H 5.286 1.138 26.231
H 3.622 1.475 26.077
H 2.322 -0.174 27.481
H 2.794 0.772 28.966
H 3.057 -1.017 28.775
C 9.551 6.887 23.468
C 8.626 7.101 24.666
N 7.118 7.413 24.353
C 6.413 6.192 23.780
C 6.518 7.961 25.729
C 6.714 7.053 26.939
C 7.128 8.632 23.355
C 5.802 9.331 23.124
O 4.705 8.480 22.885
C 3.486 9.329 22.738
H 9.025 6.319 22.701
H 10.480 6.369 23.708
H 9.805 7.831 22.984
H 8.936 7.874 25.370
H 8.603 6.206 25.289
H 5.330 6.261 23.880
H 6.743 5.306 24.324
H 6.724 5.981 22.757
H 5.432 7.990 25.637
H 6.811 8.996 25.906
H 6.056 7.455 27.710
H 7.660 7.182 27.464
H 6.540 5.982 26.837
H 7.610 8.298 22.436
H 7.704 9.440 23.807
H 6.016 10.069 22.351
H 5.492 9.842 24.036
H 3.564 10.146 23.455
H 2.592 8.721 22.878
H 3.600 9.580 21.683
C 12.928 3.293 21.692
C 11.605 4.112 21.536
N 10.479 3.373 20.678
C 10.975 3.331 19.175
C 10.394 1.884 21.141
C 10.038 1.582 22.571
C 9.117 4.040 20.874
C 8.916 5.389 20.080
O 10.080 6.218 20.111
C 10.214 7.050 18.914
H 12.941 2.518 22.459
H 13.703 3.999 21.990
H 13.247 2.925 20.717
H 11.705 5.083 21.051
H 11.240 4.310 22.544
H 11.268 4.332 18.858
H 10.194 2.997 18.492
H 11.823 2.646 19.154
H 11.334 1.354 20.988
H 9.639 1.394 20.527
H 10.956 1.547 23.157
H 9.531 0.617 22.593
H 9.267 2.203 23.029
H 8.990 4.091 21.955
H 8.420 3.358 20.387
H 8.098 5.979 20.493
H 8.607 5.173 19.058
H 10.300 6.398 18.045
H 11.104 7.670 19.017
H 9.341 7.672 18.714
As 8.474 2.551 26.206
F 8.962 3.604 27.535
F 9.263 3.653 24.975
F 7.938 1.436 24.926
F 7.671 1.411 27.363
F 6.938 3.447 26.074
F 9.971 1.612 26.319
P 9.540 5.898 31.019
F 9.517 5.145 32.448
F 9.794 4.503 30.266
F 7.988 5.739 30.586
F 9.787 6.771 29.687
F 9.161 7.211 31.841
F 11.172 6.097 31.184
*
```

***

2.
The following is a quantum chemistry calculation of 13 unconnected molecules or ions with the total composition C40H104N2O24 at a distorted geometry, from the OMol25 dataset.

Properties
Relative energy (zero: lowest compared OMol25 entry of this formula, charge and spin) = 410.55 kJ/mol
E_HOMO = -8.172 eV

Geometry as ORCA input:
```
! wB97M-V def2-TZVPD RIJCOSX def2/J DEFGRID3
* xyz 0 1
C 0.250 4.398 -0.511
C 0.543 5.823 -1.099
C -0.241 6.866 -0.175
C 0.262 8.360 -0.223
C 1.848 8.338 -0.051
C 2.584 7.429 -1.091
N 2.009 6.082 -1.161
O 2.808 5.080 -1.759
C 2.391 8.053 -2.441
C 4.093 7.532 -0.549
C -0.089 5.865 -2.496
H 0.714 4.278 0.469
H 0.634 3.595 -1.139
H -0.820 4.290 -0.330
H -1.329 6.833 -0.228
H -0.193 6.458 0.835
H -0.249 9.026 0.472
H -0.148 8.758 -1.151
H 1.885 7.832 0.914
H 2.354 9.276 0.179
H 1.357 8.273 -2.706
H 3.004 8.954 -2.470
H 2.677 7.414 -3.277
H 4.686 6.887 -1.197
H 4.499 8.532 -0.397
H 4.144 6.992 0.397
H -0.606 6.758 -2.849
H -0.832 5.089 -2.682
H 0.712 5.764 -3.229
H 2.991 4.481 -1.032
C -0.222 -3.697 -0.898
C -0.724 -2.545 0.044
C 0.361 -2.363 1.175
C 1.626 -1.608 0.715
C 1.325 -0.333 -0.068
C 0.448 -0.411 -1.197
N -0.694 -1.304 -0.824
O -1.596 -1.395 -1.942
C 0.012 1.062 -1.585
C 1.284 -0.958 -2.430
C -2.195 -2.725 0.603
H 0.864 -3.703 -0.995
H -0.645 -3.477 -1.878
H -0.515 -4.725 -0.682
H -0.126 -1.858 2.009
H 0.655 -3.370 1.472
H 2.307 -2.199 0.103
H 2.313 -1.428 1.542
H 2.276 0.041 -0.446
H 1.030 0.450 0.630
H -0.508 1.481 -0.724
H 0.965 1.569 -1.738
H -0.662 1.192 -2.432
H 0.551 -1.173 -3.208
H 2.172 -0.395 -2.717
H 1.685 -1.871 -1.988
H -2.390 -2.069 1.451
H -2.306 -3.711 1.054
H -2.928 -2.441 -0.152
H -1.154 -2.117 -2.396
C 4.166 -2.835 3.892
C 4.602 -3.597 5.186
O 4.799 -2.759 6.304
O 2.924 -2.198 4.263
H 3.924 -3.565 3.120
H 4.885 -2.098 3.534
H 5.531 -3.992 4.774
H 3.958 -4.438 5.444
H 4.440 -3.188 7.084
H 3.150 -1.779 5.097
C -5.100 1.219 0.436
C -4.011 0.867 -0.487
O -2.846 0.309 0.268
O -4.874 2.465 1.107
H -5.303 0.459 1.191
H -5.977 1.278 -0.208
H -3.728 1.556 -1.283
H -4.279 -0.013 -1.070
H -2.251 -0.129 -0.345
H -3.930 2.562 1.253
C 5.551 -0.430 -2.013
C 6.528 0.270 -1.007
O 5.854 0.757 0.128
O 6.196 -0.649 -3.187
H 4.694 0.222 -2.181
H 5.252 -1.382 -1.575
H 6.961 1.193 -1.394
H 7.390 -0.356 -0.775
H 5.421 1.491 -0.315
H 5.522 -0.698 -3.869
C -6.996 -4.465 0.907
C -6.615 -3.486 -0.241
O -7.629 -2.611 -0.494
O -8.077 -5.370 0.400
H -7.409 -4.028 1.816
H -6.198 -5.048 1.367
H -6.204 -4.005 -1.107
H -5.706 -3.055 0.177
H -8.333 -3.241 -0.664
H -8.246 -5.972 1.128
C -3.673 -3.613 -4.113
C -4.591 -2.514 -3.500
O -4.703 -1.469 -4.405
O -3.777 -4.767 -3.314
H -2.650 -3.310 -3.893
H -3.667 -3.866 -5.173
H -4.074 -2.183 -2.599
H -5.530 -2.925 -3.131
H -4.031 -1.559 -5.085
H -2.975 -5.266 -3.487
C 1.869 -6.357 3.862
C 3.164 -6.648 3.064
O 2.964 -6.462 1.645
O 2.149 -6.132 5.302
H 1.143 -7.137 3.634
H 1.454 -5.419 3.492
H 3.698 -7.579 3.255
H 3.901 -5.917 3.396
H 2.810 -7.302 1.207
H 1.795 -5.319 5.670
C 2.916 -3.945 -5.405
C 2.578 -3.008 -6.617
O 2.249 -1.767 -6.091
O 4.055 -3.319 -4.785
H 3.256 -4.888 -5.832
H 2.102 -3.990 -4.681
H 1.755 -3.311 -7.264
H 3.517 -3.086 -7.164
H 1.388 -1.859 -5.676
H 4.341 -3.884 -4.063
C -5.290 -2.289 2.783
C -5.724 -1.467 4.030
O -4.559 -1.176 4.764
O -4.640 -3.495 3.316
H -4.579 -1.776 2.136
H -6.206 -2.428 2.209
H -6.351 -2.157 4.595
H -6.094 -0.546 3.580
H -3.889 -1.832 4.971
H -3.771 -3.229 3.625
C -2.869 2.047 -5.066
C -2.642 3.382 -4.249
O -2.366 3.141 -2.886
O -1.912 1.011 -4.815
H -2.932 2.440 -6.081
H -3.887 1.749 -4.818
H -3.442 4.110 -4.382
H -1.761 3.737 -4.785
H -1.729 3.786 -2.570
H -1.654 1.221 -3.914
C -0.356 -0.450 4.967
C -1.239 -0.063 6.219
O -0.572 -0.463 7.445
O -0.006 -1.823 4.906
H 0.504 0.219 4.925
H -0.786 -0.091 4.032
H -2.180 -0.599 6.091
H -1.280 1.021 6.322
H -1.238 -0.377 8.132
H 0.690 -2.045 4.284
C 3.866 2.282 2.541
C 2.915 3.389 2.026
O 3.609 4.581 1.706
O 4.394 2.387 3.845
H 4.789 2.466 1.991
H 3.603 1.297 2.156
H 2.117 3.541 2.753
H 2.397 2.951 1.172
H 3.113 5.376 1.912
H 5.339 2.482 3.705
*
```

***

- Among the records above, which one has the highest E_HOMO?
  C40H104N2O24